15
Properties=species:S:1:pos:R:3:nbo_charge:R:1 method="wB97M-V/def2-TZVPD" homo_lumo_gap_ev="2.8177 / 8.9192" total_charge=-1 total_energy_ev=-16049.440 e_above_lowest_kcal_mol=16.6 spin_multiplicity=2 lumo_ha="0.13837 / 0.13889"
C 2.824 -1.466 -0.183 -0.76
S 3.303 0.395 -0.053 -0.53
H 2.870 -1.770 -1.209 0.19
H 1.758 -1.636 0.202 0.20
H 3.594 -2.049 0.337 0.19
H 2.350 0.670 0.910 -0.04
N -0.963 1.021 -0.820 -0.88
C -1.638 0.578 0.401 -0.18
N -3.158 0.431 0.259 -0.88
H -1.267 1.960 -0.996 0.34
H 0.014 1.164 -0.608 0.36
H -1.541 1.160 1.270 0.14
H -1.369 -0.543 0.703 0.14
H -3.382 -0.542 0.519 0.35
H -3.394 0.626 -0.733 0.35